# 1
Density functional theory data (wB97M-V/def2-TZVPD) for a cluster of 3 separate species, C13H28BBrClN2O11P2 in total in a non-equilibrium geometry.

XYZ file:
```
59
Properties=species:S:1:pos:R:3:lowdin_charge:R:1
H 1.987 -3.848 -4.190 0.09
H -5.509 0.590 -1.992 0.14
C 0.495 2.878 6.999 -0.10
Cl -2.478 3.857 2.728 0.85
P 0.062 -2.890 -5.808 0.53
H 4.920 -0.008 7.440 0.09
C -3.018 2.355 0.690 -0.02
O -0.257 -4.389 -6.351 -0.24
C -0.515 2.631 -0.243 -0.35
O 0.700 0.020 6.063 -0.26
O -0.033 -3.322 -4.247 -0.26
H 0.277 3.650 6.255 0.08
C 2.800 1.738 0.288 -0.03
H 1.675 -4.721 -7.142 0.08
H -2.463 -1.907 -4.929 0.09
H -2.884 -2.240 -0.490 0.11
H -1.688 -0.974 -0.533 0.08
H 0.946 0.725 -0.158 0.11
H -2.210 -0.193 -5.318 0.07
H 0.900 -6.064 -6.275 0.09
H -2.241 -1.390 -6.625 0.09
O -0.503 -1.366 -5.463 -0.24
H 1.136 -3.756 -2.636 0.08
C -1.943 -1.211 -5.591 -0.11
C 1.524 1.566 -0.547 -0.22
C 0.733 -5.224 -6.950 -0.09
Br -0.944 1.065 -2.618 1.08
H -4.016 2.282 1.094 0.15
O 1.534 1.707 4.456 -0.24
C -2.753 -1.165 -0.387 -0.05
C -2.715 1.695 -0.506 -0.05
C 0.296 1.571 3.795 -0.14
O -4.882 1.316 -1.870 0.23
H 0.342 -5.608 -7.891 0.09
H 1.802 1.281 -1.560 0.10
H -3.081 -0.909 0.621 0.10
H 0.833 -5.125 -3.716 0.09
H -0.363 0.815 4.217 0.08
H -0.210 2.539 3.817 0.05
H 0.489 1.313 2.748 0.07
N -0.844 3.234 0.874 0.19
H 2.987 2.760 0.601 0.09
C 4.359 0.472 6.643 -0.09
C -1.432 1.849 -1.008 -0.48
B -3.786 0.794 -1.284 -0.69
N -2.069 3.055 1.272 -0.47
H 0.537 3.346 7.980 0.09
H 2.722 1.084 1.158 0.07
P 1.849 0.938 5.880 0.55
H 4.629 0.008 5.694 0.08
O 0.741 2.797 -0.643 -0.02
H 4.608 1.534 6.621 0.09
H 3.624 1.328 -0.292 0.08
O 1.768 2.300 6.743 -0.24
O 2.949 0.281 6.918 -0.21
C 1.046 -4.055 -3.679 -0.10
H -0.297 2.128 6.998 0.09
O 1.439 -2.584 -6.256 -0.26
O -3.569 -0.550 -1.394 0.04
```

Computed properties:
- Electronic energy: -141249.8972 eV
- HOMO-LUMO gap: 6.976 eV
- Total charge: +1
- HOMO level: -12.1 eV

# 2
Density functional theory data (wB97M-V/def2-TZVPD) for a cluster of 6 separate species, C13H28Cl10FP in total in a non-equilibrium geometry.

XYZ file:
```
53
Properties=species:S:1:pos:R:3:lowdin_charge:R:1
H -3.872 3.964 0.813 0.08
F 9.242 1.960 -0.266 -0.07
H -2.676 1.775 1.219 0.07
H -8.511 -2.889 0.896 0.07
Cl 2.668 1.997 -2.145 0.61
Cl 6.698 -0.765 -2.988 0.59
H 0.447 1.622 -0.341 0.07
C -4.000 3.106 0.157 -0.64
H 10.803 1.402 -1.915 0.09
Cl -10.529 -4.657 8.560 0.53
H -5.612 -2.173 1.574 0.06
H -0.929 1.584 -1.450 0.00
H 8.165 2.244 -1.955 0.10
H -7.145 -3.997 0.725 0.07
H 4.784 0.606 -2.991 0.02
C 4.128 -1.289 -2.206 -0.68
P 10.182 3.132 -4.166 0.78
Cl 0.332 -0.396 -1.552 0.56
C 9.801 1.360 -3.792 -0.51
H -9.212 -2.856 5.621 0.04
H 10.006 -0.111 -2.227 0.10
H 0.676 1.806 -3.387 0.07
H 8.837 1.103 -4.212 0.04
Cl -7.221 -0.468 1.789 0.53
H -8.439 -3.229 7.166 0.07
C -3.720 1.838 0.920 -0.65
C 0.905 2.144 -2.380 -0.64
C -9.391 -3.028 6.682 -0.67
H 8.931 3.754 -3.986 -0.13
C -10.348 -4.178 6.853 -0.67
Cl -10.038 -1.509 7.353 0.54
H 5.346 0.246 -1.356 0.07
H 3.247 -0.916 -1.688 0.02
H -6.399 -1.793 0.039 0.06
Cl -2.877 3.319 -1.212 0.57
C 8.741 1.458 -1.474 -0.24
H 4.533 -2.131 -1.649 0.07
C 5.139 -0.181 -2.337 -0.68
H -4.341 1.803 1.814 0.07
C 0.133 1.365 -1.349 -0.67
Cl -4.100 0.385 -0.037 0.56
H 10.546 0.794 -4.333 0.05
H -11.334 -3.933 6.468 0.07
C -7.520 -3.131 1.268 -0.66
H -5.012 3.118 -0.239 0.07
H 8.094 0.623 -1.249 0.05
H -9.971 -5.048 6.317 0.07
H 0.660 3.201 -2.301 0.07
C -6.569 -1.976 1.099 -0.69
Cl 3.584 -1.889 -3.792 0.54
Cl -7.682 -3.619 2.976 0.54
C 9.898 0.966 -2.318 -0.27
H 10.918 3.487 -3.019 -0.11
```

Computed properties:
- Energy relative to the best compared isomer or geometry (same formula, charge and spin): 3.0 kcal/mol
- Electronic energy: -151166.1347 eV
- SMILES: ClCCCl.ClCCCl.ClCCCl.ClCCCl.ClCCCl.FCCCP
- HOMO-LUMO gap: 9.235 eV
- Total charge: 0
- HOMO level: -8.9 eV